1.
22
Properties=species:S:1:pos:R:3:lowdin_charge:R:1 method="wB97M-V/def2-TZVPD" total_charge=0 homo_ev=-7.912
C -2.22064 1.77018 0.29475 -0.097
C -0.84257 1.53643 0.15302 -0.172
C -0.76444 0.16265 -0.02618 -0.121
C 0.33898 2.37199 0.14444 -0.044
C 1.55074 1.89526 -0.15424 -0.066
C 1.60983 -1.03769 0.83453 -0.037
C 0.62701 -0.49311 -0.21526 -0.136
C 2.70010 -0.35706 0.43600 0.004
C 1.83247 0.47366 -0.54392 -0.249
C -2.42156 -1.70182 -0.11366 -0.011
N -2.89836 0.63862 0.20968 0.065
N -2.00309 -0.33768 0.01726 -0.167
H -2.74077 2.69390 0.45331 0.103
H 0.20791 3.41873 0.38077 0.106
H 2.40427 2.55962 -0.17094 0.102
H 1.45694 -1.81163 1.57043 0.089
H 0.52102 -1.25439 -0.99910 0.134
H 3.73176 -0.31432 0.70962 0.092
H 2.18007 0.44507 -1.58433 0.137
H -1.95859 -2.15714 -0.99047 0.089
H -2.14800 -2.28073 0.77113 0.091
H -3.50412 -1.70852 -0.22468 0.089


2.
22
Properties=species:S:1:pos:R:3:lowdin_charge:R:1 method="wB97M-V/def2-TZVPD" total_charge=0 homo_ev="-6.977 / -6.978"
C 2.65839 -1.60772 0.03329 -0.079
C 1.44116 -2.32534 0.11117 -0.039
C 2.81450 -0.16842 0.06513 -0.061
C 0.34444 -0.20345 -0.11739 -0.075
C 1.63226 0.50271 -0.06896 -0.248
C -0.70471 0.64694 0.11057 -0.043
C 0.18006 -1.61589 0.05454 -0.321
C -2.07732 0.15128 0.34826 -0.116
C -0.03078 2.19343 0.01013 -0.035
C -2.13632 -1.35729 -0.27402 -0.191
N -0.99529 -2.15883 0.12111 0.044
N 1.37964 1.82208 -0.02189 0.021
H 3.67570 -2.06228 -0.11038 0.108
H 1.24262 -3.41305 0.36039 0.117
H 3.79105 0.30250 -0.01535 0.098
H -2.16972 0.21354 1.42428 0.110
H -3.00815 0.58680 -0.01328 0.107
H -0.36419 2.55578 -0.92345 0.102
H -0.22649 2.58618 0.97476 0.105
H -2.97778 -1.93092 0.09584 0.091
H -2.05360 -1.20644 -1.44638 0.152
H 2.12022 2.51623 0.02834 0.152


Which of them is the most stable? Correct choice: 1.


1.
15
Properties=species:S:1:pos:R:3:lowdin_charge:R:1 method="wB97M-V/def2-TZVPD" spin_multiplicity=2 total_charge=-1 homo_ev="0.913 / -5.883"
C -0.91151 1.37722 0.83257 -0.107
C -0.67818 1.30767 -0.62683 -0.533
N -0.35771 0.06380 -1.29198 -0.029
C -0.35917 -1.24423 -0.69634 -0.241
O -0.85780 2.26925 -1.39974 -0.032
H -1.82002 0.73258 0.98201 0.087
H -1.00113 2.39288 1.33381 0.101
H -0.26908 0.58563 1.27080 0.028
H -0.41163 0.12979 -2.26465 0.088
H -1.31107 -1.88085 -0.67524 0.070
H 0.24380 -1.82223 -1.49823 0.089
H 0.07235 -1.12712 0.32424 0.028
H 2.52972 -0.14265 1.29319 -0.078
H 2.82868 -1.62786 1.48609 -0.051
O 2.30274 -1.01387 0.93030 -0.419


2.
15
Properties=species:S:1:pos:R:3:lowdin_charge:R:1 method="wB97M-V/def2-TZVPD" spin_multiplicity=2 total_charge=-1 homo_ev="0.390 / -3.593"
C -1.14420 -0.37356 -0.83168 -0.406
C -0.32053 -0.49549 -1.79447 -0.124
C -1.34539 -1.41500 1.33108 -0.257
N -0.87322 -0.54256 0.53780 -0.144
H -2.20139 0.10092 -1.00817 0.088
H 0.75792 -0.95973 -1.49046 0.080
H -0.20168 -0.16763 -2.69310 -0.075
H -0.84602 -1.40409 2.33781 0.013
H -2.02133 -2.16127 1.10416 -0.047
H 1.95198 2.04323 -1.06584 0.052
H 0.55204 2.37822 -1.03074 0.011
O 1.34299 2.63033 -0.54490 -0.097
H 1.47802 -0.66357 1.52390 0.004
H 1.28211 0.90305 1.56455 0.011
O 1.58871 0.12714 2.06005 -0.111


3.
15
Properties=species:S:1:pos:R:3:lowdin_charge:R:1 method="wB97M-V/def2-TZVPD" spin_multiplicity=2 total_charge=-1 homo_ev="-1.687 / -3.043"
O 1.38862 -0.47526 -0.78959 -0.198
C 0.27390 0.11090 -1.06928 -0.360
C -0.87566 0.09207 -0.27982 -0.543
C -2.16818 0.59548 -0.89547 -0.187
N -0.93194 -0.82921 0.81570 0.032
H 0.30269 0.83562 -1.89527 0.095
H -0.83429 1.76458 0.55909 0.067
H -2.71254 -0.21598 -1.41117 0.055
H -1.88304 1.34552 -1.62999 0.048
H -2.86121 0.95488 -0.13556 0.036
H -0.94396 -0.32211 1.68677 0.042
H -0.02295 -1.27708 0.77984 0.041
H 3.02479 0.20928 1.94811 -0.001
H 1.88041 -0.18369 0.92647 -0.003
O 2.09159 0.31321 1.76848 -0.124


Which of them is the most stable? Correct choice: 1.


1.
8
Properties=species:S:1:pos:R:3:lowdin_charge:R:1 method="wB97M-V/def2-TZVPD" total_charge=0 homo_ev=-10.157
O -1.20632 0.72933 -1.22523 0.078
C -0.33987 -0.03215 -0.88335 -0.266
C 0.96145 0.45851 -0.23188 -0.242
O 1.22295 1.62655 -0.13185 0.090
H -1.18490 -0.41242 1.56026 0.057
H -0.66394 -0.89725 1.77510 0.059
H -0.42781 -1.13233 -1.00326 0.112
H 1.63844 -0.34023 0.14019 0.114


2.
8
Properties=species:S:1:pos:R:3:lowdin_charge:R:1 method="wB97M-V/def2-TZVPD" total_charge=0 homo_ev=-10.326
O 0.29204 -0.17570 5.16471 -0.047
C 0.11530 -0.16339 3.93039 -0.112
H 0.93890 0.21295 3.27808 0.078
H -0.83348 -0.45920 3.42267 0.081
O -0.66966 -0.32104 -4.89688 -0.005
C -0.12584 0.11342 -3.92391 -0.158
H -0.19316 1.22238 -3.81845 0.079
H 0.47587 -0.42940 -3.15661 0.084


3.
8
Properties=species:S:1:pos:R:3:lowdin_charge:R:1 method="wB97M-V/def2-TZVPD" total_charge=0 homo_ev=-10.575
C -0.01059 1.16457 0.80250 -0.038
C -0.11210 -0.05305 -0.10280 -0.613
H 1.05527 1.61528 0.69936 0.089
H -0.31879 0.76144 2.06343 0.185
H -0.89768 1.94322 0.45759 0.126
H 1.06822 -1.35639 -0.89306 0.112
O 1.10025 -0.63017 -0.27466 0.074
O -1.12160 -0.57392 -0.54102 0.065


Which of them is the most stable? Correct choice: 3.


1.
8
Properties=species:S:1:pos:R:3:lowdin_charge:R:1 method="wB97M-V/def2-TZVPD" total_charge=0 homo_ev="-7.912 / -8.192"
C 1.20332 0.24100 0.06889 -0.035
C -1.25370 -0.07285 -0.62289 -1.138
N 1.41221 -0.24141 1.15404 0.068
Cl -2.01388 -1.35972 0.22456 0.501
Cl -2.05136 1.44813 -0.37332 0.484
H 1.73304 0.63707 -0.64948 0.006
H -1.25163 -0.47739 -1.65635 -0.001
H 2.22200 -0.17483 1.85455 0.116


2.
8
Properties=species:S:1:pos:R:3:lowdin_charge:R:1 method="wB97M-V/def2-TZVPD" total_charge=0 homo_ev=-10.229
C -0.12870 -1.90829 0.55568 -0.681
C -0.75439 -0.66436 0.26405 -0.128
N -0.06855 -0.63873 1.32437 0.153
Cl 1.19935 -2.56609 -0.49436 0.498
Cl 0.24602 3.98507 -0.85804 0.215
H -0.56335 -2.84002 0.81732 0.049
H -1.25443 -0.05429 -0.45737 0.111
H 1.32405 4.68671 -1.15166 -0.216


3.
8
Properties=species:S:1:pos:R:3:lowdin_charge:R:1 method="wB97M-V/def2-TZVPD" total_charge=0 homo_ev=-10.282
C 0.63412 -0.29137 0.40656 -1.051
C -0.74582 -0.05268 -0.33700 -0.348
N -1.18223 0.97719 -0.84037 0.096
Cl 2.06851 -0.29986 -0.73411 0.509
Cl 0.54152 -1.79426 1.28922 0.581
H 0.82803 0.38552 1.22902 0.041
H -1.49226 -0.80989 -0.28931 0.080
H -0.65188 1.88535 -0.72400 0.092


Which of them is the most stable? Correct choice: 3.